1.
Computed, not measured: an isolated molecule of C17H25FN2O, with ωB97M-V/def2-TZVPD.

Bonds (Å) are listed after each position.
Atoms and positions in Å:
1 C 3.846 -0.059 1.677  C2 1.529, H22 1.087, H23 1.087, H24 1.086
2 C 2.435 -0.632 1.531  C1 1.529, N3 1.444, H25 1.097, H26 1.086
3 N 2.225 -1.293 0.264  C2 1.444, C4 1.459, C6 1.355
4 C 2.900 -2.575 0.091  N3 1.459, C5 1.526, H27 1.094, H28 1.091
5 C 4.104 -2.487 -0.843  C4 1.526, H29 1.086, H30 1.087, H31 1.087
6 C 1.457 -0.884 -0.776  N3 1.355, O7 1.221, C8 1.529
7 O 1.357 -1.587 -1.768  C6 1.221
8 C 0.690 0.438 -0.753  C6 1.529, C9 1.530, C21 1.532, H32 1.097
9 C 1.518 1.711 -0.566  C8 1.530, C10 1.526, H33 1.090, H34 1.092
10 C 0.592 2.908 -0.768  C9 1.526, C11 1.526, H35 1.092, H36 1.091
11 C -0.604 2.813 0.176  C10 1.526, N12 1.450, H37 1.093, H38 1.107
12 N -1.340 1.590 -0.081  C11 1.450, C13 1.451, C21 1.451
13 C -2.602 1.530 0.631  N12 1.451, C14 1.505, H39 1.096, H40 1.106
14 C -3.471 0.423 0.097  C13 1.505, C15 1.391, C20 1.387
15 C -3.568 0.222 -1.275  C14 1.391, C16 1.382, H41 1.078
16 C -4.368 -0.783 -1.787  C15 1.382, C17 1.385, H42 1.079
17 C -5.094 -1.603 -0.938  C16 1.385, C18 1.381, H43 1.078
18 C -4.989 -1.391 0.423  C17 1.381, F19 1.352, C20 1.383
19 F -5.687 -2.182 1.267  C18 1.352
20 C -4.189 -0.396 0.955  C14 1.387, C18 1.383, H44 1.080
21 C -0.515 0.429 0.194  C8 1.532, N12 1.451, H45 1.093, H46 1.106
22 H 4.074 0.603 0.846  C1 1.087
23 H 3.918 0.504 2.604  C1 1.087
24 H 4.587 -0.854 1.702  C1 1.086
25 H 2.258 -1.361 2.332  C2 1.097
26 H 1.707 0.165 1.650  C2 1.086
27 H 2.179 -3.277 -0.337  C4 1.094
28 H 3.204 -2.933 1.076  C4 1.091
29 H 3.771 -2.174 -1.828  C5 1.086
30 H 4.838 -1.775 -0.475  C5 1.087
31 H 4.572 -3.464 -0.926  C5 1.087
32 H 0.263 0.490 -1.762  C8 1.097
33 H 1.955 1.772 0.430  C9 1.090
34 H 2.330 1.733 -1.295  C9 1.092
35 H 1.129 3.840 -0.583  C10 1.092
36 H 0.226 2.919 -1.795  C10 1.091
37 H -1.273 3.660 0.006  C11 1.093
38 H -0.252 2.863 1.225  C11 1.107
39 H -3.119 2.484 0.472  C13 1.096
40 H -2.460 1.405 1.720  C13 1.106
41 H -2.996 0.858 -1.932  C15 1.078
42 H -4.431 -0.932 -2.854  C16 1.079
43 H -5.725 -2.392 -1.313  C17 1.078
44 H -4.136 -0.272 2.026  C20 1.080
45 H -1.110 -0.469 0.008  C21 1.093
46 H -0.204 0.415 1.255  C21 1.106

Values from the calculation:
SMILES: CCN(CC)C(=O)[C@@H]1CCCN(Cc2cccc(F)c2)C1
Largest force on an atom, eV/Å: 0.47
Energy, hartree: -947.41610
Relative energy (zero: lowest compared OMol25 entry of this formula, charge and spin), kcal/mol: 3.5
Molecular weight, g/mol: 292.4



2.
Computed, not measured: a 3-piece molecular cluster, C5H9NO overall, with ωB97M-V/def2-TZVPD.

Bonds (Å) are listed after each position.
Atoms and positions in Å:
1 C 1.158 1.326 0.802  C2 1.506, H8 1.096, H9 1.097, H10 1.094
2 C 0.402 0.270 0.040  C1 1.506, C3 1.531, C5 1.424
3 C 0.758 -1.217 0.135  C2 1.531, C4 1.557, H12 1.093, H13 1.097
4 C -0.763 -1.547 0.072  C3 1.557, C5 1.524, H14 1.092, H15 1.095
5 C -0.986 -0.042 -0.013  C2 1.424, C4 1.524, N6 1.332
6 N -1.772 0.597 -0.878  C5 1.332, O7 1.212
7 O -2.971 0.517 -1.037  N6 1.212
8 H 2.218 1.293 0.525  C1 1.096
9 H 1.091 1.134 1.880  C1 1.097
10 H 0.776 2.331 0.604  C1 1.094
11 H 0.309 1.083 -1.272  no bonds
12 H 1.369 -1.615 -0.679  C3 1.093
13 H 1.228 -1.475 1.092  C3 1.097
14 H -1.157 -2.055 0.954  C4 1.092
15 H -1.091 -2.075 -0.830  C4 1.095
16 H -0.521 1.400 -1.504  no bonds

Values from the calculation:
Largest force on an atom, eV/Å: 0.32
Energy, hartree: -325.67421
Relative energy (zero: lowest compared OMol25 entry of this formula, charge and spin), kcal/mol: 165.3
Molecular weight, g/mol: 99.1



3.
Computed, not measured: a 2-piece molecular cluster, C16H17Br2N6O2 overall at a distorted geometry, with ωB97M-V/def2-TZVPD.

Bonds (Å) are listed after each position.
Atoms and positions in Å:
1 C 2.377 0.216 -3.483  C2 1.617, H18 1.152, H19 1.143, H20 1.137
2 C 1.284 1.407 -3.430  C1 1.617, Br3 1.979, C4 1.625, H21 1.150
3 Br -0.206 1.193 -4.715  C2 1.979
4 C 0.798 1.530 -1.885  C2 1.625, N5 1.473, H22 1.154, H23 1.132
5 N -0.250 2.549 -1.699  C4 1.473, C6 1.417, N16 1.381
6 C -1.643 2.547 -1.439  N5 1.417, N7 1.335, N14 1.464
7 N -2.415 1.464 -1.322  C6 1.335, C8 1.462, H24 1.037
8 C -2.048 0.056 -1.467  N7 1.462, C9 1.529, C13 1.528
9 C -1.449 -0.838 -0.381  C8 1.529, C10 1.507, H25 1.139
10 C -1.124 -2.275 -0.699  C9 1.507, N11 1.414, H26 1.150
11 N -1.308 -3.040 -1.874  C10 1.414, C12 1.413
12 C -1.904 -2.182 -2.826  N11 1.413, C13 1.507, H27 1.149
13 C -2.275 -0.723 -2.761  C8 1.528, C12 1.507, H28 1.136
14 N -2.258 3.867 -1.290  C6 1.464, C15 1.447
15 C -1.100 4.712 -1.488  N14 1.447, N16 1.434, H29 1.132
16 N 0.052 3.896 -1.735  N5 1.381, C15 1.434, Br17 1.863
17 Br 1.688 4.730 -2.046  N16 1.863
18 H 3.435 0.667 -3.411  C1 1.152
19 H 2.354 -0.341 -4.480  C1 1.143
20 H 2.266 -0.505 -2.611  C1 1.137
21 H 1.861 2.352 -3.740  C2 1.150
22 H 1.734 1.914 -1.331  C4 1.154
23 H 0.585 0.507 -1.447  C4 1.132
24 H -3.411 1.649 -1.102  N7 1.037
25 H -1.247 -0.416 0.658  C9 1.139
26 H -0.641 -2.868 0.159  C10 1.150
27 H -2.141 -2.703 -3.823  C12 1.149
28 H -2.723 -0.203 -3.666  C13 1.136
29 H -1.195 5.839 -1.422  C15 1.132
30 C 1.200 -3.282 5.431  C31 1.392, C35 1.392, H39 1.085
31 C -0.048 -3.200 4.820  C30 1.392, C32 1.390, H40 1.085
32 C -0.362 -2.104 4.025  C31 1.390, C33 1.394, H41 1.084
33 C 0.584 -1.097 3.845  C32 1.394, C34 1.393, N36 1.463
34 C 1.832 -1.169 4.460  C33 1.393, C35 1.390, H42 1.084
35 C 2.137 -2.267 5.256  C30 1.392, C34 1.390, H43 1.084
36 N 0.267 0.046 2.989  C33 1.463, O37 1.226, O38 1.220
37 O -0.847 0.087 2.478  N36 1.226
38 O 1.129 0.894 2.826  N36 1.220
39 H 1.444 -4.142 6.047  C30 1.085
40 H -0.774 -3.993 4.961  C31 1.085
41 H -1.337 -2.052 3.554  C32 1.084
42 H 2.571 -0.387 4.329  C34 1.084
43 H 3.106 -2.336 5.737  C35 1.084

Values from the calculation:
Largest force on an atom, eV/Å: 6.58
Energy, hartree: -6246.42514
Charge: +1
Molecular weight, g/mol: 485.2



4.
Computed, not measured: an isolated molecule of C4H11N3 at a distorted geometry, with ωB97M-V/def2-TZVPD.

Bonds (Å) are listed after each position.
Atoms and positions in Å:
1 N -2.883 0.524 -0.422  C2 1.418, H8 1.002, H9 0.999
2 C -1.592 1.009 -0.093  N1 1.418, C3 1.355, H10 1.084
3 C -0.562 0.157 0.128  C2 1.355, N4 1.425, C5 1.502
4 N -0.674 -1.263 0.141  C3 1.425, H11 1.000, H12 1.016
5 C 0.730 0.653 0.713  C3 1.502, C6 1.549, H13 1.098, H14 1.092
6 C 1.971 0.257 -0.125  C5 1.549, N7 1.467, H15 1.101, H16 1.086
7 N 2.281 -1.177 -0.162  C6 1.467, H17 1.002, H18 1.007
8 H -3.451 1.150 -0.960  N1 1.002
9 H -2.839 -0.415 -0.761  N1 0.999
10 H -1.622 1.972 0.404  C2 1.084
11 H -1.500 -1.703 -0.211  N4 1.000
12 H -0.597 -1.559 1.110  N4 1.016
13 H 0.693 1.747 0.631  C5 1.098
14 H 0.840 0.340 1.753  C5 1.092
15 H 1.584 0.470 -1.133  C6 1.101
16 H 2.838 0.903 -0.022  C6 1.086
17 H 1.541 -1.677 -0.614  N7 1.002
18 H 3.241 -1.391 -0.376  N7 1.007

Values from the calculation:
SMILES: N/C=C(\N)CCN
Largest force on an atom, eV/Å: 2.45
Energy, hartree: -323.22858
Relative energy (zero: lowest compared OMol25 entry of this formula, charge and spin), kcal/mol: 48.9
Molecular weight, g/mol: 101.2



| no. | orbital gap (eV) | HOMO level (eV) |
| --- | --- | --- |
| 1 | 9.62 | -8.87 |
| 2 | 8.24 | -8.57 |
| 3 | 7.86 | -12.06 |
| 4 | 8.52 | -7.48 |